Record 1
Density functional theory data (the ωB97M-V functional and the def2-TZVPD basis) for a structure of composition C49H42N7O7S3ScSi in a non-equilibrium geometry.

Atoms and positions in Å:
Sc -0.02651 -0.07862 0.17481
C -4.44627 -0.03790 -1.36344
C -3.17808 -0.29495 -0.58253
N -2.22650 0.58411 -0.55726
N -2.51762 1.76403 -1.21401
C -2.08195 2.85304 -0.67630
S -1.22935 3.12479 0.74469
S -2.69730 4.29542 -1.62329
C -4.47970 4.14363 -1.16834
C -4.71574 4.51973 0.25965
C -5.02501 5.83186 0.60803
C -5.21668 6.18548 1.93378
C -5.08834 5.22997 2.93229
C -4.75612 3.92707 2.59604
C -4.57913 3.56969 1.26860
C -3.15878 -1.44049 0.31962
C -4.06252 -2.50010 0.20154
C -4.22341 -3.44327 1.19688
C -3.50304 -3.30711 2.38362
C -2.57888 -2.29797 2.52099
C -2.31186 -1.38765 1.47085
O -1.37885 -0.49923 1.59286
H -5.23865 0.30507 -0.69341
H -4.24991 0.73030 -2.10561
H -4.78700 -0.94366 -1.86215
H -4.99529 4.81990 -1.85091
H -4.75344 3.11039 -1.37567
H -5.10771 6.58411 -0.16844
H -5.45682 7.21093 2.18897
H -5.24228 5.50501 3.96861
H -4.62689 3.18020 3.36863
H -4.32650 2.54872 1.01273
H -4.63609 -2.61245 -0.70928
H -4.91172 -4.26883 1.05896
H -3.66225 -4.00286 3.20065
H -2.00497 -2.18923 3.43286
N 1.90613 3.07073 -2.31503
C 1.01538 2.86554 -3.33568
C 0.10071 1.97156 -2.86337
N 0.42069 1.61408 -1.58676
C 1.50853 2.29423 -1.28123
C 2.14009 2.20953 0.01457
N 1.54828 1.63829 1.04265
C 2.42578 1.75255 2.08158
C 3.55766 2.38594 1.66128
N 3.35694 2.69787 0.34609
H 2.81359 3.51222 -2.37130
H 1.10859 3.35565 -4.28688
H -0.78489 1.58789 -3.33890
H 2.18272 1.38247 3.06104
H 4.47159 2.61458 2.17829
H 4.06041 2.96721 -0.33090
C 0.95888 -3.49266 -1.00781
C -0.31255 -2.79253 -1.50465
O -1.05840 -3.38819 -2.27610
O -0.49226 -1.58585 -1.09529
H 1.67387 -3.52045 -1.83215
H 0.73113 -4.51726 -0.71620
H 1.38892 -2.93369 -0.17856
O 1.20112 -1.08153 1.53266
Si 1.32367 -1.56123 3.02010
C 0.93633 -3.41202 3.27305
C 1.48439 -4.14612 4.32588
C 1.12635 -5.46802 4.54931
C 0.19645 -6.07764 3.71857
C -0.34773 -5.37217 2.65444
C 0.02932 -4.05606 2.43180
C 3.06734 -1.35236 3.78342
C 3.31769 -0.54643 4.89346
C 4.58723 -0.44514 5.44735
C 5.64146 -1.16201 4.90018
C 5.41739 -1.97005 3.79358
C 4.14687 -2.05363 3.24491
C 0.21872 -0.64397 4.28764
C -0.12786 -1.18815 5.52431
C -0.91537 -0.48930 6.42907
C -1.37602 0.78087 6.11310
C -1.05420 1.33744 4.88301
C -0.26880 0.63037 3.98545
H 2.21001 -3.66840 4.97629
H 1.56494 -6.02064 5.37310
H -0.10076 -7.10499 3.89593
H -1.07863 -5.84258 2.00739
H -0.39072 -3.50413 1.60093
H 2.49979 0.00661 5.34208
H 4.75427 0.19114 6.30971
H 6.63396 -1.08847 5.33032
H 6.23519 -2.53445 3.36033
H 3.97647 -2.68217 2.37789
H 0.21721 -2.18468 5.78092
H -1.17062 -0.93513 7.38447
H -1.98744 1.33064 6.81973
H -1.41631 2.32301 4.61472
H -0.05450 1.06360 3.01793
O 5.15612 2.36770 -2.35802
S 5.19317 0.90239 -2.48605
O 6.53002 0.39265 -2.65018
N 4.35231 0.23564 -1.30245
C 3.13941 -0.16688 -1.71737
O 2.19248 -0.52544 -1.01581
C 3.01035 -0.13520 -3.22392
C 1.92554 -0.55263 -3.97345
C 1.98884 -0.40558 -5.35379
C 3.10720 0.15203 -5.96403
C 4.18831 0.58957 -5.20384
C 4.11089 0.43360 -3.83730
H 1.05266 -0.96540 -3.48193
H 1.14857 -0.71429 -5.96267
H 3.13343 0.25495 -7.04188
H 5.05973 1.03281 -5.66825

Forces on the atoms, in the same order (eV/Å):
Sc 0.52 0.23 0.13
C 0.17 0.00 -0.09
C -0.18 0.59 -0.04
N 0.01 -0.12 0.01
N -0.18 -0.03 -0.56
C -0.51 0.12 0.02
S 0.28 -0.04 0.23
S -0.09 0.01 0.05
C 0.61 0.03 -0.16
C -0.10 -0.04 0.01
C -0.01 -0.05 0.03
C 0.00 0.05 -0.01
C 0.01 0.03 0.05
C -0.07 -0.06 0.04
C -0.10 0.04 -0.03
C 0.42 -0.24 0.31
C 0.05 -0.03 -0.12
C -0.08 -0.09 0.03
C -0.04 0.03 -0.06
C 0.03 0.17 0.05
C -0.76 -0.07 -0.08
O -0.07 -0.32 0.30
H -0.03 -0.01 -0.02
H -0.09 -0.01 0.00
H -0.01 -0.06 0.08
H -0.10 -0.05 0.01
H -0.10 0.04 -0.01
H 0.00 0.00 -0.03
H -0.02 0.01 0.01
H 0.04 0.00 0.02
H 0.00 -0.02 0.01
H 0.07 -0.01 -0.01
H -0.04 0.07 0.01
H 0.00 0.02 0.01
H 0.05 -0.02 -0.01
H 0.04 0.01 0.00
N 0.34 -0.11 0.32
C -0.15 -0.06 -0.26
C -0.12 0.04 -0.12
N 0.49 -0.02 0.48
C -0.17 -0.11 -0.26
C -0.05 0.08 0.28
N 0.06 0.03 -0.59
C 0.11 -0.03 -0.01
C 0.06 -0.02 0.38
N -0.11 0.04 -0.43
H -0.14 0.00 -0.11
H 0.01 0.01 -0.02
H -0.01 -0.01 -0.03
H 0.11 -0.05 0.03
H 0.02 0.03 -0.02
H 0.06 -0.15 0.09
C -0.26 0.32 0.09
C 0.36 -0.69 -0.17
O -0.02 0.21 0.04
O -0.06 0.29 0.13
H 0.02 0.02 0.00
H -0.03 -0.01 -0.03
H 0.13 -0.09 0.00
O -0.22 0.17 -0.67
Si -0.06 -0.29 1.10
C 0.14 0.27 -0.13
C 0.04 0.06 0.01
C -0.02 -0.02 0.06
C -0.01 -0.07 -0.03
C -0.05 -0.04 0.00
C 0.09 0.05 -0.02
C -0.16 0.00 -0.15
C -0.06 0.00 0.04
C 0.09 0.01 0.03
C 0.02 0.03 0.03
C 0.05 -0.02 -0.03
C -0.04 -0.07 -0.08
C 0.02 0.01 -0.34
C 0.10 -0.08 -0.06
C -0.02 0.00 0.11
C 0.00 -0.01 0.01
C 0.02 0.12 0.02
C 0.06 -0.07 0.05
H 0.02 -0.04 0.04
H 0.00 0.00 0.00
H 0.01 -0.02 0.00
H 0.02 0.01 -0.04
H -0.04 -0.06 -0.05
H 0.00 0.02 0.02
H -0.01 0.00 -0.01
H 0.00 -0.01 0.00
H -0.01 0.02 -0.02
H 0.07 -0.03 -0.04
H -0.02 -0.01 0.04
H 0.00 -0.02 -0.01
H -0.02 -0.01 -0.01
H -0.02 -0.01 -0.03
H -0.09 0.10 0.01
O -0.32 -0.22 -0.05
S -0.01 0.80 0.11
O -0.09 -0.38 -0.05
N 0.20 0.16 0.03
C -0.31 -0.36 -0.06
O 0.43 0.06 -0.12
C -0.18 0.06 -0.25
C -0.02 -0.01 0.05
C -0.06 -0.02 -0.02
C 0.04 0.04 0.05
C 0.16 0.08 -0.08
C -0.07 -0.07 0.52
H -0.01 -0.03 0.05
H 0.00 -0.04 0.00
H 0.01 0.01 -0.01
H 0.00 0.01 -0.01

Summary:
* total charge: -2
* spin multiplicity: 1
* LUMO level: 3.99 eV
* largest force on an atom: 1.1 eV/Å
* ΔE to the lowest compared entry with this formula, charge and spin: 9.36 kcal/mol
* Kohn-Sham gap: 0.2337 hartree
* HOMO energy: -2.365 eV

***

Record 2
Density functional theory data (the ωB97M-V functional and the def2-TZVPD basis) for an isolated molecule of C4H6N2O in a non-equilibrium geometry.

Atoms and positions in Å:
H -1.84382 1.64439 0.63241
N -1.37781 0.74161 0.65328
C -1.44457 0.17613 -0.47627
O -0.73700 -0.93618 -0.75818
C 0.26959 -1.24600 0.19727
C 1.28613 -0.07984 0.37265
C 0.93306 1.08552 -0.43943
N 0.66667 1.90565 -1.20976
H -1.97873 0.50890 -1.36787
H 0.77178 -2.13093 -0.19915
H -0.19254 -1.49191 1.15700
H 1.37272 0.19250 1.42732
H 2.27452 -0.36983 0.01072

Forces on the atoms, in the same order (eV/Å):
H -0.24 -0.19 0.07
N -0.31 -0.22 -0.32
C -0.28 0.07 0.30
O -0.09 0.08 -0.01
C 0.07 -0.07 0.12
C 0.11 0.00 -0.05
C 0.29 0.73 -0.93
N 0.57 -0.51 0.75
H -0.06 -0.06 0.19
H -0.10 0.16 0.06
H 0.09 0.11 -0.10
H -0.06 0.09 -0.22
H 0.00 -0.19 0.14

Summary:
* total charge: 0
* spin multiplicity: 1
* LUMO level: 0.89 eV
* largest force on an atom: 1.2 eV/Å
* structure (SMILES): [H]/N=C/OCCC#N
* ΔE to the lowest compared entry with this formula, charge and spin: 40.56 kcal/mol
* Kohn-Sham gap: 0.4025 hartree
* HOMO energy: -10.064 eV